Record 1
Molecular formula: CH7N3
Method: DFT, wB97M-V/def2-TZVPD

The total energy is -5616.2269 eV. The LUMO energy (alpha / beta) comes out at -0.40 / -0.44 eV. The calculation puts the HOMO energy (alpha / beta) at -8.81 / -8.79 eV.

Structure (XYZ):
```
11
Properties=species:S:1:pos:R:3:forces:R:3
C 0.559 -0.683 -0.031 0.008 -0.088 0.183
N -0.455 -0.829 0.865 0.053 0.361 -0.431
N -1.507 0.607 -0.349 0.213 -0.163 0.231
N 1.677 0.182 0.281 -0.091 -0.036 0.101
H -0.384 -0.153 1.627 0.032 0.004 -0.060
H -2.178 1.396 -0.362 0.043 -0.105 0.003
H -2.074 -0.183 -0.667 0.083 0.006 0.007
H 1.351 1.125 0.469 -0.015 -0.050 -0.053
H 2.330 0.228 -0.493 -0.087 -0.011 0.037
H 0.857 -1.619 -0.507 -0.042 0.067 0.010
H -0.176 -0.070 -0.832 -0.198 0.015 -0.028
```
Forces are in eV/Å.



Record 2
Molecular formula: C31H21I2N6O6PTa
Method: DFT, wB97M-V/def2-TZVPD

The total energy is -80752.3052 eV. The LUMO energy comes out at -3.64 eV. The calculation puts the HOMO energy at -11.09 eV. Its charge is +1.

Structure (XYZ):
```
68
Properties=species:S:1:pos:R:3:forces:R:3
Ta 1.349 0.149 0.717 0.152 -0.308 -0.377
I 4.124 1.127 -0.104 -0.019 0.035 0.094
C 3.354 1.056 -2.031 0.048 0.014 -0.101
C 4.189 1.160 -3.159 0.060 0.008 0.024
C 3.648 1.069 -4.408 -0.037 0.001 0.006
I 4.933 1.245 -6.039 0.002 -0.001 -0.018
C 2.251 0.854 -4.581 0.002 0.000 0.012
C 1.615 0.729 -5.838 0.019 0.001 -0.025
C 0.272 0.509 -5.896 -0.036 -0.004 -0.013
C -0.456 0.410 -4.693 0.031 0.005 0.014
N 0.083 0.525 -3.506 0.005 -0.007 -0.017
C 1.421 0.749 -3.440 -0.030 -0.002 -0.049
C 2.008 0.868 -2.152 -0.116 0.035 0.138
O 1.225 0.784 -1.053 0.011 0.081 -0.052
H 5.251 1.312 -3.031 -0.006 -0.003 0.004
H 2.203 0.807 -6.743 -0.001 -0.001 0.003
H -0.239 0.407 -6.843 0.007 0.000 0.002
H -1.525 0.230 -4.725 -0.002 0.001 0.013
O 0.877 3.063 3.570 -0.060 0.049 0.012
C 0.520 2.215 2.824 0.111 -0.067 -0.084
O 1.328 1.733 1.826 -0.048 0.102 0.085
C -0.831 1.517 2.842 0.000 -0.027 0.038
P -1.143 0.988 1.134 0.083 -0.015 0.027
C -2.679 0.057 1.022 0.017 -0.057 -0.041
C -3.107 -0.345 -0.242 0.017 -0.053 -0.006
C -4.293 -1.050 -0.378 0.009 0.006 0.005
C -5.055 -1.347 0.743 -0.002 0.006 0.006
C -4.629 -0.946 2.002 0.017 0.006 -0.008
C -3.439 -0.251 2.147 -0.032 0.032 -0.005
C -1.387 2.515 0.193 -0.023 0.061 0.032
C -1.322 2.480 -1.199 -0.034 0.032 -0.003
C -1.552 3.634 -1.931 0.007 -0.032 0.007
C -1.837 4.828 -1.284 -0.001 0.003 0.031
C -1.897 4.868 0.101 0.004 0.008 -0.029
C -1.677 3.716 0.841 0.010 0.008 -0.003
H -1.591 2.158 3.282 0.009 0.009 0.013
H -0.740 0.611 3.448 -0.013 -0.010 -0.002
H -2.521 -0.111 -1.122 0.007 -0.006 -0.001
H -4.623 -1.361 -1.360 -0.002 0.001 0.004
H -5.985 -1.890 0.636 0.004 0.001 0.002
H -5.224 -1.175 2.876 0.001 -0.003 -0.003
H -3.110 0.040 3.135 0.015 0.005 -0.002
H -1.077 1.567 -1.724 0.031 -0.012 -0.005
H -1.500 3.597 -3.012 0.003 0.003 0.002
H -2.009 5.729 -1.858 0.001 -0.003 0.001
H -2.114 5.796 0.612 -0.003 -0.002 -0.003
H -1.735 3.777 1.920 0.009 -0.004 -0.008
C -0.989 -4.485 2.803 0.011 -0.001 -0.015
N -0.236 -3.750 1.779 0.012 0.016 0.009
C 0.614 -4.421 0.958 -0.038 -0.013 0.039
C 1.454 -3.820 0.083 0.056 0.017 -0.044
C 1.417 -2.405 0.076 0.088 -0.018 -0.098
O 2.231 -1.594 -0.463 -0.199 0.060 0.178
N 0.446 -1.761 0.778 -0.055 -0.018 0.078
C -0.274 -2.362 1.785 -0.089 0.023 0.018
O -0.879 -1.712 2.612 0.004 0.006 0.045
H -1.716 -5.139 2.325 0.010 -0.006 -0.002
H -1.501 -3.763 3.428 -0.009 0.011 -0.006
H -0.299 -5.063 3.414 0.007 0.005 0.008
H 0.604 -5.496 1.084 -0.001 -0.001 -0.019
H 2.167 -4.369 -0.508 0.001 -0.008 0.001
O 2.385 -0.715 2.159 0.030 0.055 0.150
N 3.485 -0.385 2.852 -0.048 0.002 -0.057
C 3.767 -1.277 3.731 0.014 -0.124 0.018
C 4.919 -1.081 4.567 -0.082 -0.028 -0.031
N 5.832 -0.949 5.248 -0.001 -0.004 -0.012
C 2.956 -2.469 3.862 0.040 0.151 0.047
N 2.265 -3.384 3.907 0.022 -0.021 -0.026
```
Forces are in eV/Å.



Question: The highest total energy belongs to which entry?
Answer: CH7N3



Question: Which of these has the lowest total energy?
Answer: C31H21I2N6O6PTa